ORCA calculation (ωB97M-V with the def2-TZVPD basis set) on an isolated molecule of C6H11P in a non-equilibrium geometry.

CARTESIAN COORDINATES (ANGSTROEM)
1 C 0.0724 -1.1667 1.7557
2 C -0.1661 -0.8604 0.2127
3 C -1.6425 -0.7832 -0.0512
4 P -2.3919 0.5142 -0.6401
5 C -0.8045 1.3969 -0.8135
6 C 0.2985 0.5740 -0.1909
7 C 1.5469 0.5511 -1.1398
8 H -0.7004 -0.6214 2.1980
9 H 0.9650 -0.9075 2.2211
10 H -0.0778 -2.2220 1.9640
11 H 0.3133 -1.7031 -0.3720
12 H -2.2652 -1.5887 0.3190
13 H -1.0298 2.3556 -0.3640
14 H -0.4905 1.6069 -1.9042
15 H 0.7784 0.9607 0.7142
16 H 1.4369 -0.1595 -1.9269
17 H 2.5068 0.4770 -0.4963
18 H 1.6506 1.5759 -1.4857

Cartesian forces, eV/Å:
C -1.4 -1.1 -2.4
C 0.4 -0.1 0.3
C 0.0 -2.4 1.3
P -0.7 0.9 -0.9
C 0.3 0.7 -1.8
C 2.6 -1.0 0.1
C 0.9 1.2 2.5
H -1.2 0.8 1.3
H 2.0 0.8 0.2
H -0.2 -0.2 -0.1
H -0.4 1.1 0.3
H 0.0 -0.4 -0.1
H 0.6 0.5 0.2
H -0.9 -0.2 1.5
H -0.9 0.6 0.1
H 0.3 -0.5 -0.6
H -1.4 -0.8 -1.2
H 0.0 0.0 -0.7

Values from the calculation:
- HOMO-LUMO gap: 9.97 eV
- E_tot: -576.5055 a.u.
- SMILES: C[C@H]1C=PC[C@@H]1C
- Lowest unoccupied orbital energy: 0.89 eV
- Largest force on an atom: 0.05777 Eh/bohr
- Highest occupied orbital energy: -9.1 eV

***

ORCA calculation (ωB97M-V with the def2-TZVPD basis set) on a cluster of 2 separate species, C6H12 in total in a non-equilibrium geometry.

CARTESIAN COORDINATES (ANGSTROEM)
1 C 1.0629 -2.9306 0.1344
2 C 1.5920 -3.0568 -1.2470
3 C 2.4742 -2.2329 -1.7851
4 H 1.7270 -2.4600 0.8587
5 H 0.1445 -2.3247 0.0089
6 H 0.7436 -3.8594 0.6136
7 H 0.9896 -3.6586 -1.9219
8 H 2.6731 -2.2839 -2.8476
9 H 2.9421 -1.4687 -1.1782
10 C -2.4582 3.1581 1.4194
11 C -1.1005 2.8576 0.8358
12 C -0.8182 1.9947 -0.1467
13 H -3.0438 3.8082 0.7770
14 H -2.9556 2.2285 1.7076
15 H -2.3216 3.7213 2.3550
16 H -0.2660 3.2691 1.3860
17 H 0.1738 1.5638 -0.1095
18 H -1.5590 1.6743 -0.8603

Cartesian forces, eV/Å:
C -0.6 -0.1 0.3
C -0.4 0.1 0.0
C 0.2 0.0 -0.1
H 0.0 0.3 -0.3
H 0.1 0.0 0.5
H 0.0 -0.2 -0.3
H 0.2 -0.3 0.1
H 0.1 0.2 0.0
H 0.3 -0.1 -0.1
C 0.6 0.7 0.2
C -0.2 -0.4 -0.1
C -0.1 0.5 0.9
H -0.5 -0.3 -0.1
H -0.3 0.1 -0.4
H 0.0 0.0 -0.1
H 0.2 -0.3 0.3
H 0.3 0.1 -0.9
H -0.1 -0.5 0.1

Values from the calculation:
- HOMO-LUMO gap (spin up / spin down): 2.59 / 9.75 eV
- E_tot: -235.6798 a.u.
- Lowest unoccupied orbital energy (spin up / spin down): 4.01 / 4.10 eV
- Largest force on an atom: 0.01989 Eh/bohr
- 2S+1: 2
- <S²>: 0.7506
- Net charge: -1
- Highest occupied orbital energy (spin up / spin down): 1.4 / -5.6 eV